1.
C5H8O2 as an isolated structure, computed with ωB97M-V/def2-TZVPD.

Geometry as XYZ:
```
15
Properties=species:S:1:pos:R:3:forces:R:3:nbo_charge:R:1
O 2.68914 0.75298 0.64451 -0.0050 -0.2753 -0.5245 -0.540
C 1.94659 0.03154 0.02568 0.3827 -0.0750 0.5939 0.415
C 0.49818 0.26771 -0.19505 0.3916 0.4193 -0.7509 0.004
O -0.29703 1.06400 0.67937 0.1600 0.3030 -0.0947 -0.484
C -1.44186 0.24163 0.41272 -0.1008 -0.0002 0.1341 0.092
C -1.73453 0.18970 -1.04975 -0.1023 0.0602 -0.1325 -0.435
C -0.66474 -0.70137 -0.45315 0.2790 -0.1001 -0.1773 -0.285
H 1.67742 -0.31340 2.08280 -0.2822 -0.3001 0.5733 0.038
H 0.88147 0.84351 -1.10754 -1.3917 -0.0924 -0.0865 0.211
H 2.29163 -0.78619 -0.64377 0.2326 0.0332 0.0767 0.123
H 1.11725 -0.79732 2.09860 -0.1189 -0.2071 0.4121 -0.041
H -2.17459 0.09467 1.20548 0.3606 0.0069 -0.1844 0.214
H -1.40567 1.02447 -1.66659 -0.1503 -0.1478 0.0724 0.222
H -2.65234 -0.29604 -1.36728 0.0958 0.0556 0.1765 0.229
H -0.69653 -1.78787 -0.47630 0.2488 0.3197 -0.0884 0.238
```
Positions in Å, forces in eV/Å.

HOMO level = -0.3476 Ha
energy = -345.629672 Eh

=====

2.
C5H8O2 as an isolated structure, computed with ωB97M-V/def2-TZVPD.

Geometry as XYZ:
```
15
Properties=species:S:1:pos:R:3:forces:R:3:nbo_charge:R:1
O -1.35730 -1.40382 1.18141 -0.0851 0.3174 -0.0860 -0.679
C -0.55969 -0.59200 0.58753 0.1124 -0.0859 -0.0335 0.666
C 0.94029 -0.77940 0.59755 -0.0069 0.0150 0.0392 -0.548
C 1.18865 -0.03596 -0.72530 0.3600 -0.0054 0.0150 0.079
C 0.40295 1.27511 -0.56187 0.0184 0.1518 0.0775 -0.418
C -0.74384 0.25856 -0.64788 -0.4054 0.0636 0.0227 -0.028
O 0.09688 -0.55164 -1.53887 0.0140 -0.1469 -0.1210 -0.504
H -2.12154 -0.63183 1.25761 0.0817 -0.1373 0.0391 0.460
H -1.96300 0.69046 1.28138 0.0891 0.0050 -0.0053 -0.450
H 1.39287 -0.32563 1.48589 -0.0725 -0.0692 -0.1107 0.250
H 1.19641 -1.84204 0.56458 -0.0468 0.1239 -0.0160 0.258
H 2.16782 -0.10858 -1.19840 -0.1392 0.0389 0.1106 0.210
H 0.51816 1.86555 0.34976 -0.0392 -0.1210 -0.1272 0.223
H 0.44507 1.89019 -1.46212 -0.0304 -0.0969 0.1296 0.232
H -1.75274 0.46173 -0.99357 0.1499 -0.0532 0.0660 0.248
```
Positions in Å, forces in eV/Å.

HOMO level = -0.2932 Ha
energy = -345.587693 Eh

=====

3.
C5H8O2 as an isolated structure, computed with ωB97M-V/def2-TZVPD.

Geometry as XYZ:
```
15
Properties=species:S:1:pos:R:3:forces:R:3:nbo_charge:R:1
C -1.86106 -0.25598 -0.42119 0.0079 -0.0283 -0.0539 -0.632
C -0.72884 0.66593 -0.02636 -0.2219 -0.0216 -0.2063 0.091
O -0.49617 0.55398 1.40401 -0.0246 -0.0422 0.1401 -0.513
C 0.87232 0.27189 1.17363 0.3488 0.1196 0.2256 0.062
C 1.08911 -0.96539 0.31934 0.0173 -0.1738 -0.0630 -0.481
C 0.73908 0.33982 -0.31429 -0.1906 -0.0813 0.1481 0.195
O 1.41123 1.01834 -1.31361 0.1652 -0.1355 -0.0649 -0.678
H -1.64017 -1.28147 -0.11177 -0.0372 0.1325 -0.1012 0.209
H -2.75919 0.05706 0.12090 0.0729 -0.0301 -0.1273 0.224
H -2.07453 -0.24356 -1.49349 0.0895 0.0916 0.0896 0.217
H -0.93094 1.70871 -0.30255 0.0147 -0.1251 0.1250 0.191
H 1.59917 0.62729 1.89686 -0.0695 -0.0175 -0.1602 0.202
H 0.40157 -1.81030 0.30819 0.1066 0.1599 0.1102 0.217
H 2.14086 -1.24365 0.26093 -0.1287 0.0924 -0.0198 0.219
H 2.23755 0.55731 -1.50060 -0.1503 0.0594 -0.0421 0.478
```
Positions in Å, forces in eV/Å.

HOMO level = -0.3291 Ha
energy = -345.710058 Eh

=====

4.
One molecule with the formula C5H8O2, computed with ωB97M-V/def2-TZVPD.

Geometry as XYZ:
```
15
Properties=species:S:1:pos:R:3:forces:R:3:nbo_charge:R:1
C -1.14223 0.37164 -1.26767 -0.3025 0.6107 -1.0125 0.198
O -0.61271 -0.98047 -1.31328 -1.5146 1.8918 0.5011 -0.531
C -0.20716 -1.46268 -0.00144 1.7540 0.1368 -1.2373 -0.065
C 0.84265 -0.41221 0.29737 0.9895 0.2789 -0.1197 -0.306
C 1.29353 0.70514 1.24571 1.4819 -0.6673 3.5210 -0.379
C 0.16138 0.92027 0.42721 -2.5885 -0.8295 -1.8432 0.053
O -0.27878 1.44098 -0.80709 1.2359 -0.1832 -0.3503 -0.512
H -2.03229 0.53299 -0.62428 0.1486 -1.0702 -0.1379 0.141
H -1.41600 0.67333 -2.30364 0.3404 -0.5704 0.6855 0.192
H -1.01257 -1.46791 0.70523 -0.5476 -0.3758 0.3380 0.181
H 0.23398 -2.43891 -0.29109 -0.5388 0.3127 0.8407 0.203
H 1.54145 -0.44350 -0.55654 -0.3728 0.3409 0.4647 0.218
H 1.09554 0.62811 2.37560 0.0695 0.2761 -1.7991 0.220
H 2.26389 1.13494 1.10692 0.4524 -0.0906 -0.5334 0.234
H -0.73066 0.79827 1.00700 -0.6071 -0.0609 0.6823 0.153
```
Positions in Å, forces in eV/Å.

HOMO level = -0.3380 Ha
SMILES string = C1OC[C@@H]2C[C@H]2O1
energy = -345.660038 Eh

=====

5.
One molecule with the formula C5H8O2, computed with ωB97M-V/def2-TZVPD.

Geometry as XYZ:
```
15
Properties=species:S:1:pos:R:3:forces:R:3:nbo_charge:R:1
C 1.46816 -0.34833 -0.19887 0.2692 0.0132 0.0522 -0.100
C 1.18180 1.09880 -0.55005 0.2090 -0.1541 0.0879 -0.085
O -0.22376 1.27487 -0.43075 -0.1221 -0.1990 -0.0589 -0.517
C -1.01227 0.11119 -0.43496 -0.1940 -0.3796 -0.1902 0.062
C -1.77859 -0.06819 0.82205 -0.1180 0.2051 0.1852 -0.454
C -0.60621 -0.97788 0.58611 0.1517 0.3511 -0.0170 0.035
O 0.70522 -0.66494 0.97051 0.3076 -0.0896 0.4255 -0.520
H 1.19057 -0.98725 -1.05516 0.0538 -0.0360 0.4444 0.173
H 2.51106 -0.52996 0.04715 0.0929 0.1063 -0.0228 0.200
H 1.66483 1.76505 0.17622 -0.2073 -0.0872 -0.0736 0.184
H 1.52984 1.39662 -1.55425 -0.1030 -0.2983 0.1959 0.172
H -1.34824 -0.17053 -1.42440 -0.5419 0.0837 0.0752 0.188
H -1.71227 0.65750 1.61778 -0.0833 0.4015 -0.2220 0.237
H -2.75761 -0.51312 0.65317 0.2406 -0.2280 0.4380 0.222
H -0.81254 -2.04383 0.77545 0.0450 0.3108 -1.3196 0.202
```
Positions in Å, forces in eV/Å.

HOMO level = -0.3426 Ha
SMILES string = C1CO[C@@H]2C[C@@H]2O1
energy = -345.699728 Eh

=====

6.
One molecule with the formula C5H8O2, computed with ωB97M-V/def2-TZVPD.

Geometry as XYZ:
```
15
Properties=species:S:1:pos:R:3:forces:R:3:nbo_charge:R:1
C 0.18567 -1.51160 0.65384 -0.0039 -0.0177 -0.0096 -0.620
C 0.21830 -0.09337 0.14891 0.1238 -0.1384 -0.0821 0.229
O -0.52021 0.78893 0.99560 -0.0807 0.0970 -0.0366 -0.500
C -1.77007 1.14392 0.66876 -0.2634 -0.0862 -0.2410 0.653
O -2.39294 0.81092 -0.30298 0.2431 0.0376 0.4348 -0.580
C 0.30998 0.22134 -1.30740 -0.1287 -0.0097 -0.1429 -0.427
C 1.46665 0.53110 -0.39075 0.1834 0.0249 0.0652 -0.433
H -0.82001 -1.93555 0.56126 0.1229 0.0773 0.0093 0.221
H 0.48863 -1.55161 1.70530 -0.0344 0.0251 -0.1398 0.219
H 0.87536 -2.13467 0.07556 -0.1113 0.1155 0.0559 0.217
H -2.14855 1.81825 1.45339 0.0130 -0.0679 -0.1183 0.119
H 0.40269 -0.62717 -1.98053 -0.0344 0.1352 0.1277 0.221
H -0.28942 1.03554 -1.69719 0.1439 -0.0810 0.0880 0.238
H 2.36996 -0.06850 -0.45751 -0.1669 0.0520 0.0434 0.216
H 1.62397 1.57247 -0.12625 -0.0064 -0.1637 -0.0541 0.227
```
Positions in Å, forces in eV/Å.

HOMO level = -0.3790 Ha
SMILES string = CC1(OC=O)CC1
energy = -345.768322 Eh

=====

7.
C5H8O2 as an isolated structure, computed with ωB97M-V/def2-TZVPD.

Geometry as XYZ:
```
15
Properties=species:S:1:pos:R:3:forces:R:3:nbo_charge:R:1
C -2.63703 0.88857 0.01511 -0.1622 1.0909 0.6947 0.254
C -1.49694 0.06335 0.07792 4.8996 3.2675 -0.6110 -0.119
C 0.29690 0.99727 -0.07857 -5.4225 -2.0922 0.1708 0.536
C -1.32818 -1.31717 -0.30628 -0.3531 -2.4245 -0.8680 -0.708
C 1.62059 0.35114 0.11029 0.4575 2.5643 -0.4907 -0.747
O -3.74346 0.42002 0.28985 -0.1827 -0.2092 -0.4779 -0.628
O 0.17818 2.28388 -0.11918 1.1998 0.1675 0.0257 -0.600
H -2.58193 2.01855 -0.11582 0.5355 -1.0154 -0.0287 0.123
H -2.42148 -1.68555 -0.44576 1.8162 0.2851 0.1881 0.266
H -0.86351 -1.91442 0.56108 -0.4756 0.4236 -1.5770 0.207
H -0.75703 -1.48514 -1.34986 -1.2133 0.1941 2.4162 0.207
H 1.86551 -0.16743 -0.82177 0.1597 -0.1643 0.3041 0.267
H 1.51970 -0.29184 0.94532 0.1260 -1.0017 0.6483 0.269
H 2.40673 1.16756 0.35607 -0.9421 -1.3459 -0.4676 0.198
H 1.07561 2.67866 -0.04733 -0.4429 0.2603 0.0729 0.474
```
Positions in Å, forces in eV/Å.

HOMO level (spin up / spin down) = -0.2643 / -0.2642 Ha
energy = -345.597861 Eh

=====

8.
A 2-piece molecular cluster, C5H8O2 overall, computed with ωB97M-V/def2-TZVPD.

Geometry as XYZ:
```
15
Properties=species:S:1:pos:R:3:forces:R:3:nbo_charge:R:1
C -2.39597 -0.10792 -0.56410 -0.0535 0.0180 -0.0215 -0.601
C -1.10085 -0.46346 0.16276 0.0342 -0.0596 0.0660 -0.411
C 0.06464 0.37381 -0.35666 0.0108 0.0071 -0.0049 -0.569
C 1.43925 0.20576 0.20243 -0.4374 -0.1149 -0.0088 0.286
O 1.46275 -0.70998 1.12946 0.1404 0.2016 -0.1615 -0.659
C 3.88330 0.42628 0.65779 1.0299 0.9958 -0.7489 0.443
O 4.46591 1.18393 0.03601 -0.6277 -0.9359 0.7984 -0.500
H -2.64255 0.95220 -0.42539 0.0229 -0.1707 -0.0173 0.201
H -3.24162 -0.70044 -0.19990 0.1271 0.0864 -0.0553 0.212
H -2.29945 -0.28431 -1.64261 -0.0290 0.0167 0.1669 0.201
H -0.87258 -1.52829 0.03252 -0.0459 0.1489 0.0288 0.204
H -1.21424 -0.30235 1.24175 0.0041 -0.0355 -0.1552 0.204
H 0.19308 0.24516 -1.44305 -0.0110 0.0303 0.0980 0.242
H -0.14393 1.45060 -0.25689 0.0244 -0.0960 -0.0262 0.241
H 2.40224 -0.74098 1.42587 -0.1894 -0.0922 0.0414 0.505
```
Positions in Å, forces in eV/Å.

HOMO level = -0.3101 Ha
energy = -345.697745 Eh

=====

9.
One molecule with the formula C5H8O2, computed with ωB97M-V/def2-TZVPD.

Geometry as XYZ:
```
15
Properties=species:S:1:pos:R:3:forces:R:3:nbo_charge:R:1
C 1.48371 0.19709 -1.11038 0.0976 0.0044 -0.1677 -0.714
C 1.10721 -0.23692 0.26518 0.1871 -0.3057 0.0079 0.583
O 1.90827 -0.65601 1.08223 -0.2528 0.2049 -0.2923 -0.568
C -0.34886 -0.34700 0.57055 0.0925 0.0506 -0.1497 0.127
O -0.58168 -1.29617 1.55430 0.0264 0.0908 0.2229 -0.696
C -1.46088 -0.13216 -0.41552 -0.1460 -0.0946 -0.0854 -0.431
C -1.13919 0.94417 0.57979 -0.0373 0.1721 0.0944 -0.424
H 1.33985 -0.74095 -1.65275 -0.1097 0.1132 -0.4116 0.249
H 0.81105 0.95726 -1.52224 0.2518 -0.1915 0.0305 0.226
H 2.53410 0.45877 -1.22490 -0.1026 0.1727 0.2469 0.242
H 0.31024 -1.48319 1.89952 -0.1922 -0.0182 0.1841 0.497
H -2.32446 -0.74820 -0.19482 0.0462 0.0416 -0.0208 0.238
H -1.30755 0.05250 -1.47774 0.1876 -0.0933 0.3107 0.219
H -0.65514 1.83953 0.19548 -0.0669 -0.1377 0.1771 0.215
H -1.78248 1.08379 1.44126 0.0185 -0.0092 -0.1470 0.237
```
Positions in Å, forces in eV/Å.

HOMO level = -0.3535 Ha
SMILES string = CC(=O)C1(O)CC1
energy = -345.761061 Eh

=====

10.
One molecule with the formula C5H8O2, computed with ωB97M-V/def2-TZVPD.

Geometry as XYZ:
```
15
Properties=species:S:1:pos:R:3:forces:R:3:nbo_charge:R:1
C -0.58834 0.95902 -1.45182 -0.0509 -0.0382 -0.0463 -0.727
C 1.09362 -1.12772 0.06061 0.2419 0.1585 0.3620 0.270
O 2.36858 -1.36612 0.26662 -0.1161 -0.0668 -0.1680 -0.651
C 0.61279 -0.17857 1.13622 -0.0169 -0.0643 -0.1543 -0.582
C -0.89524 0.07024 0.96732 -0.0538 -0.0427 0.0457 -0.509
C -1.29263 0.00079 -0.50381 -0.1476 -0.0034 -0.0740 0.617
O -2.17286 -0.73368 -0.88926 0.2224 0.2890 0.1188 -0.544
H 0.44617 1.17605 -1.16187 -0.2710 -0.0520 -0.0435 0.212
H -0.60968 0.54410 -2.46214 -0.0086 0.0857 0.1657 0.243
H -1.14913 1.90295 -1.44695 0.0852 -0.1123 -0.0113 0.233
H 2.66993 -1.94599 -0.44994 0.0123 0.0646 0.1984 0.502
H 0.85736 -0.57005 2.13419 -0.0344 -0.0057 -0.1669 0.244
H 1.19444 0.75245 1.03844 -0.0730 -0.1728 -0.0356 0.235
H -1.48873 -0.67844 1.50071 0.1297 0.0808 -0.1193 0.232
H -1.17888 1.05542 1.36120 0.0809 -0.1205 -0.0714 0.224
```
Positions in Å, forces in eV/Å.

HOMO level = -0.3228 Ha
energy = -345.701852 Eh

=====

11.
One molecule with the formula C5H8O2, computed with ωB97M-V/def2-TZVPD.

Geometry as XYZ:
```
15
Properties=species:S:1:pos:R:3:forces:R:3:nbo_charge:R:1
C -0.08713 1.79042 0.18084 0.0123 -0.0508 0.0491 -0.648
C 0.45634 0.66866 -0.66950 -0.1778 0.1521 -0.0631 0.067
O 1.85347 0.30938 -0.41142 0.1769 -0.2461 -0.0411 -0.465
C 1.68256 -1.00877 -0.45185 -0.1375 0.3082 0.0393 0.292
C -0.32789 -1.18226 0.97638 -0.0281 0.0046 0.0616 -0.649
C 0.14044 -0.82866 -0.43162 0.1176 0.0056 0.1763 0.071
O -0.57218 -1.49014 -1.43676 -0.1896 0.0074 0.0484 -0.692
H -0.01913 1.57305 1.25134 0.0256 0.0046 -0.1705 0.218
H 0.44913 2.72309 -0.02328 -0.0714 -0.1514 0.0255 0.231
H -1.14215 1.94796 -0.07510 0.1619 -0.0215 0.0490 0.225
H 0.37830 0.90708 -1.73412 -0.0324 -0.0343 0.1426 0.199
H 0.44283 -0.95548 1.72278 -0.1538 0.0141 -0.1265 0.233
H -0.51285 -2.26002 1.01602 0.0532 0.1482 0.0000 0.236
H -1.24257 -0.64553 1.25848 0.1070 -0.0878 -0.1159 0.213
H -1.49916 -1.54879 -1.17218 0.1361 -0.0530 -0.0746 0.471
```
Positions in Å, forces in eV/Å.

HOMO level = -0.3157 Ha
energy = -345.672032 Eh

=====

12.
C5H8O2 as an isolated structure, computed with ωB97M-V/def2-TZVPD.

Geometry as XYZ:
```
15
Properties=species:S:1:pos:R:3:forces:R:3:nbo_charge:R:1
C 0.64089 -1.48943 0.95699 0.1374 0.0898 -0.2279 -0.631
C -0.01216 -0.54664 -0.04501 0.4800 0.0586 -0.1337 0.162
O -0.70856 -1.35477 -0.96190 0.0049 0.1326 -0.4112 -0.697
C -0.75824 0.64373 0.51582 0.3031 0.1192 0.4383 -0.424
C -0.41683 1.60703 -0.61332 0.2174 -0.0709 -0.2986 -0.527
C 0.81351 0.66024 -0.74257 0.3121 -0.3498 -1.1825 0.574
O 1.92937 0.81720 -1.13044 -0.1477 -0.1552 0.2186 -0.489
H -0.07512 -2.23627 1.32890 0.0563 0.2888 -0.2305 0.227
H 1.44894 -2.02077 0.45297 0.0249 -0.0604 0.1066 0.229
H 1.04945 -0.95511 1.82148 -0.0298 -0.0313 -0.2420 0.212
H -0.98009 -0.80709 -1.70646 -0.1275 -0.1257 -0.0828 0.467
H -1.81988 0.52581 0.83490 1.1445 0.2737 0.6594 0.237
H 0.20923 0.91635 1.08614 -2.6292 0.2171 1.6219 0.220
H -1.01726 1.59911 -1.53002 -0.1090 -0.1723 0.1767 0.211
H -0.30325 2.64059 -0.26747 0.3626 -0.2143 -0.4123 0.228
```
Positions in Å, forces in eV/Å.

HOMO level = -0.3435 Ha
energy = -345.719873 Eh

=====

Max |F| per entry: 0.0272 0.0080 0.0084 0.0754 0.0264 0.0097 0.1151 0.0314 0.0086 0.0090 0.0066 0.0602 Eh/bohr